Entry 1:
{"formula": "C36H68Cl8N4O8S4", "method": "ωB97M-V/def2-TZVPD", "e_lumo_ev": 0.18, "e_tot_ev": -204293.0084, "max_force_ev_per_a": 3.0, "orbital_gap_ev": 10.4, "homo_energy_ha": -0.3750, "species": ["C", "C", "C", "C", "N", "H", "H", "H", "H", "H", "H", "H", "C", "C", "C", "C", "N", "H", "H", "H", "H", "H", "H", "H", "C", "C", "C", "C", "N", "H", "H", "H", "H", "H", "H", "H", "C", "C", "C", "C", "N", "H", "H", "H", "H", "H", "H", "H", "C", "Cl", "Cl", "H", "H", "C", "Cl", "Cl", "H", "H", "C", "Cl", "Cl", "H", "H", "C", "Cl", "Cl", "H", "H", "C", "C", "C", "S", "O", "O", "C", "H", "H", "H", "H", "H", "H", "H", "H", "C", "C", "C", "S", "O", "O", "C", "H", "H", "H", "H", "H", "H", "H", "H", "C", "C", "C", "S", "O", "O", "C", "H", "H", "H", "H", "H", "H", "H", "H", "C", "C", "C", "S", "O", "O", "C", "H", "H", "H", "H", "H", "H", "H", "H"], "xyz": [[-6.31, -17.84, -10.36], [-6.90, -18.14, -8.94], [-6.06, -17.39, -7.88], [-4.73, -18.01, -7.76], [-3.69, -18.44, -7.62], [-5.29, -18.19, -10.42], [-6.17, -16.77, -10.49], [-6.84, -18.24, -11.18], [-6.83, -19.19, -8.80], [-7.91, -17.88, -8.84], [-6.53, -17.35, -6.89], [-5.82, -16.45, -8.29], [-6.69, -13.73, -9.77], [-7.79, -13.02, -9.07], [-9.17, -13.24, -9.69], [-9.38, -14.67, -9.87], [-9.29, -15.79, -10.12], [-6.92, -14.77, -9.75], [-5.75, -13.53, -9.27], [-6.60, -13.38, -10.85], [-7.60, -11.93, -9.08], [-7.86, -13.30, -7.99], [-9.24, -12.92, -10.75], [-9.97, -12.77, -9.14], [-7.07, -17.45, -14.02], [-8.02, -16.30, -13.79], [-7.36, -14.94, -13.65], [-8.45, -13.90, -13.30], [-9.21, -13.05, -13.12], [-6.46, -17.52, -13.08], [-6.48, -17.17, -14.91], [-7.43, -18.47, -14.25], [-8.70, -16.53, -12.99], [-8.77, -16.22, -14.59], [-6.85, -14.55, -14.53], [-6.72, -14.92, -12.79], [-15.47, -16.09, -9.69], [-14.20, -17.00, -9.61], [-14.50, -18.41, -10.22], [-14.65, -18.39, -11.69], [-14.62, -18.34, -12.83], [-15.24, -15.07, -9.37], [-16.31, -16.50, -9.09], [-15.87, -16.07, -10.75], [-13.93, -17.25, -8.59], [-13.39, -16.51, -10.17], [-15.39, -18.83, -9.78], [-13.73, -19.13, -9.96], [-8.34, -23.29, -14.95], [-7.08, -24.64, -14.94], [-7.89, -21.93, -16.00], [-9.35, -23.62, -15.21], [-8.34, -22.88, -13.92], [-12.43, -24.87, -13.03], [-11.43, -25.26, -14.39], [-13.27, -26.27, -12.42], [-11.77, -24.52, -12.26], [-13.20, -24.17, -13.24], [-12.03, -15.97, -13.21], [-12.14, -17.07, -14.58], [-13.53, -15.11, -13.02], [-11.78, -16.54, -12.34], [-11.24, -15.27, -13.46], [-13.81, -21.23, -14.18], [-12.05, -21.43, -14.16], [-14.51, -21.95, -12.75], [-14.09, -20.17, -14.23], [-14.21, -21.67, -15.06], [-15.34, -23.89, -7.14], [-16.14, -24.27, -8.43], [-15.80, -23.14, -9.36], [-14.06, -22.79, -9.11], [-13.95, -21.42, -8.74], [-13.25, -23.35, -10.13], [-13.92, -23.73, -7.59], [-15.48, -24.59, -6.34], [-15.83, -22.96, -6.78], [-17.19, -24.48, -8.25], [-15.61, -25.17, -8.84], [-16.28, -22.16, -9.23], [-15.92, -23.47, -10.40], [-13.21, -23.09, -7.04], [-13.44, -24.70, -7.82], [-4.17, -24.20, -10.60], [-5.06, -24.14, -9.39], [-6.11, -23.11, -9.70], [-5.34, -21.86, -10.66], [-5.04, -20.73, -9.79], [-6.03, -21.63, -11.88], [-3.82, -22.77, -10.97], [-4.77, -24.65, -11.41], [-3.34, -24.84, -10.43], [-4.47, -23.85, -8.52], [-5.46, -25.16, -9.15], [-6.54, -22.68, -8.79], [-6.92, -23.51, -10.33], [-3.05, -22.34, -10.29], [-3.59, -22.68, -12.02], [-8.36, -26.17, -11.62], [-7.54, -27.26, -12.30], [-7.49, -28.43, -11.27], [-8.88, -28.31, -10.21], [-8.49, -27.94, -8.86], [-9.71, -29.46, -10.36], [-9.56, -26.89, -11.06], [-8.54, -25.39, -12.36], [-7.74, -25.76, -10.81], [-6.57, -26.88, -12.63], [-8.11, -27.62, -13.16], [-6.71, -28.29, -10.54], [-7.44, -29.42, -11.73], [-10.23, -26.28, -10.48], [-10.10, -27.41, -11.82], [-9.81, -18.92, -12.02], [-11.24, -19.25, -11.43], [-11.10, -20.63, -10.82], [-9.57, -21.43, -11.35], [-9.72, -22.75, -12.05], [-8.66, -21.35, -10.23], [-9.11, -20.22, -12.44], [-9.21, -18.44, -11.27], [-9.81, -18.36, -12.95], [-11.99, -19.19, -12.17], [-11.60, -18.56, -10.65], [-11.97, -21.35, -10.99], [-11.07, -20.56, -9.74], [-9.48, -20.57, -13.39], [-8.03, -20.16, -12.56]], "lowdin_charge": [-0.087, -0.218, -0.158, -0.243, 0.151, 0.067, 0.057, 0.023, 0.076, 0.068, 0.124, 0.077, -0.116, -0.266, -0.181, -0.226, 0.188, 0.022, 0.079, 0.101, 0.121, 0.125, 0.091, 0.117, -0.082, -0.295, -0.140, -0.191, 0.144, 0.072, 0.083, 0.076, 0.065, 0.110, 0.123, 0.091, -0.108, -0.222, -0.181, -0.222, 0.161, 0.066, 0.073, 0.083, 0.100, 0.088, 0.108, 0.084, -0.975, 0.470, 0.505, -0.014, -0.009, -1.088, 0.573, 0.543, -0.006, -0.055, -1.045, 0.527, 0.546, -0.005, 0.002, -0.970, 0.602, 0.597, -0.003, 0.020, -0.223, -0.193, -0.248, 0.606, -0.314, -0.337, -0.227, 0.107, 0.129, 0.119, 0.131, 0.115, 0.091, 0.112, 0.120, -0.236, -0.233, -0.250, 0.656, -0.325, -0.311, -0.201, 0.118, 0.106, 0.123, 0.131, 0.117, 0.097, 0.125, 0.098, -0.231, -0.208, -0.229, 0.653, -0.326, -0.320, -0.230, 0.084, 0.112, 0.106, 0.113, 0.092, 0.113, 0.111, 0.086, -0.172, -0.198, -0.229, 0.685, -0.372, -0.315, -0.289, 0.085, 0.079, 0.051, 0.108, 0.086, 0.100, 0.068, 0.093]}

Entry 2:
{"formula": "C36H69CrF3NO29", "method": "ωB97M-V/def2-TZVPD", "e_lumo_ev": [-3.48, -2.77], "s2": 6.003, "e_tot_ev": -135881.7103, "max_force_ev_per_a": 6.0, "orbital_gap_ev": [8.2, 8.9], "homo_energy_ha": [-0.4282, -0.4298], "multiplicity": 5, "charge": 1, "species": ["Cr", "N", "O", "O", "O", "C", "C", "O", "C", "O", "O", "C", "H", "H", "H", "H", "H", "H", "H", "H", "C", "C", "O", "C", "O", "O", "C", "H", "H", "H", "H", "H", "H", "H", "H", "C", "C", "O", "C", "O", "O", "C", "H", "H", "H", "H", "H", "H", "H", "H", "C", "C", "O", "C", "O", "O", "C", "H", "H", "H", "H", "H", "H", "H", "H", "C", "C", "O", "C", "O", "O", "C", "H", "H", "H", "H", "H", "H", "H", "H", "C", "C", "O", "C", "O", "O", "C", "H", "H", "H", "H", "H", "H", "H", "H", "C", "C", "O", "C", "O", "O", "C", "H", "H", "H", "H", "H", "H", "H", "H", "C", "C", "O", "C", "O", "O", "C", "H", "H", "H", "H", "H", "H", "H", "H", "C", "C", "O", "C", "O", "C", "F", "F", "F", "H", "H", "H", "H", "H"], "xyz": [[0.43, -3.67, -0.42], [-0.22, -0.43, 0.02], [-0.02, 0.46, -0.76], [-0.50, -0.16, 1.18], [0.04, -1.56, -0.31], [3.39, -0.64, -3.08], [1.93, -0.94, -3.58], [1.88, -2.16, -4.27], [1.74, -3.35, -3.64], [1.56, -3.44, -2.40], [1.91, -4.30, -4.53], [1.68, -5.70, -4.21], [4.08, -0.82, -3.91], [3.64, -1.36, -2.30], [3.43, 0.38, -2.70], [1.64, -0.16, -4.28], [1.34, -1.03, -2.67], [0.80, -5.74, -3.57], [2.56, -6.09, -3.71], [1.41, -6.31, -5.07], [-1.93, -0.17, -4.55], [-1.87, -1.12, -3.37], [-1.84, -2.43, -4.04], [-1.58, -3.59, -3.35], [-1.11, -3.61, -2.22], [-1.54, -4.69, -4.20], [-1.80, -4.62, -5.57], [-2.18, 0.84, -4.22], [-2.76, -0.47, -5.19], [-1.03, -0.23, -5.17], [-2.73, -0.88, -2.76], [-0.98, -0.97, -2.76], [-2.54, -3.87, -5.83], [-2.35, -5.51, -5.89], [-0.89, -4.36, -6.10], [4.31, -5.62, -1.29], [4.28, -5.37, 0.17], [4.63, -4.01, 0.39], [3.77, -2.99, 0.42], [2.55, -3.14, 0.10], [4.31, -1.91, 0.93], [3.53, -0.75, 1.06], [5.33, -5.79, -1.63], [3.84, -4.83, -1.86], [3.76, -6.53, -1.53], [5.04, -6.02, 0.60], [3.31, -5.66, 0.58], [4.03, 0.21, 1.11], [2.94, -0.76, 1.98], [2.74, -0.63, 0.32], [-3.66, 8.30, -0.57], [-4.67, 7.10, -0.59], [-3.98, 5.99, -0.03], [-3.40, 5.08, -0.82], [-3.43, 4.89, -2.06], [-2.84, 4.20, 0.01], [-2.15, 3.04, -0.43], [-4.27, 9.06, -1.07], [-2.84, 8.04, -1.24], [-3.35, 8.63, 0.41], [-4.92, 6.88, -1.63], [-5.48, 7.24, 0.12], [-1.99, 2.33, 0.38], [-1.09, 3.25, -0.59], [-2.62, 2.58, -1.30], [-2.81, -7.28, 2.78], [-2.07, -6.21, 1.99], [-3.11, -5.39, 1.42], [-2.77, -4.24, 0.71], [-1.57, -3.98, 0.36], [-3.88, -3.56, 0.44], [-3.69, -2.32, -0.23], [-2.08, -7.91, 3.27], [-3.41, -7.94, 2.15], [-3.45, -6.83, 3.54], [-1.47, -6.76, 1.26], [-1.38, -5.59, 2.56], [-2.95, -2.27, -1.03], [-3.40, -1.55, 0.48], [-4.66, -2.07, -0.67], [3.31, 7.16, -5.49], [3.84, 6.17, -4.41], [2.85, 5.11, -4.32], [2.76, 4.36, -3.25], [3.36, 4.46, -2.17], [1.83, 3.51, -3.47], [1.30, 2.70, -2.43], [2.30, 7.44, -5.20], [3.34, 6.64, -6.45], [3.95, 8.04, -5.58], [3.94, 6.73, -3.48], [4.79, 5.81, -4.81], [0.96, 1.74, -2.81], [0.55, 3.30, -1.91], [2.13, 2.42, -1.78], [-0.59, 8.24, 1.79], [-1.04, 6.93, 2.35], [0.06, 5.97, 2.27], [-0.28, 4.69, 2.46], [-1.39, 4.21, 2.70], [0.90, 4.01, 2.36], [0.79, 2.63, 2.16], [-0.81, 8.25, 0.72], [0.47, 8.47, 1.89], [-0.95, 9.18, 2.21], [-1.76, 6.49, 1.66], [-1.39, 7.05, 3.38], [0.03, 2.39, 1.41], [0.54, 2.25, 3.15], [1.78, 2.25, 1.94], [3.31, -2.63, 5.51], [2.76, -4.04, 5.02], [2.42, -4.07, 3.63], [1.14, -3.69, 3.07], [0.77, -3.95, 1.91], [0.44, -2.96, 4.00], [-0.79, -2.39, 3.63], [3.75, -2.68, 6.50], [2.58, -1.83, 5.37], [4.13, -2.31, 4.87], [1.89, -4.32, 5.62], [3.60, -4.69, 5.26], [-0.89, -1.39, 4.03], [-1.57, -2.95, 4.15], [-1.12, -2.42, 2.59], [-3.25, 1.20, 2.83], [-2.21, 1.63, 3.86], [-2.25, 0.70, 4.98], [-1.37, 0.76, 5.99], [-0.35, 1.54, 5.96], [-1.65, -0.24, 7.13], [-2.71, -0.91, 6.84], [-0.64, -1.06, 7.28], [-1.78, 0.42, 8.32], [-4.26, 1.06, 3.21], [-2.96, 0.24, 2.42], [-3.41, 1.83, 1.95], [-2.46, 2.63, 4.20], [-1.22, 1.70, 3.40]], "lowdin_spin": [3.812, 0.005, 0.005, 0.004, 0.035, 0.000, 0.000, 0.001, 0.004, 0.029, 0.001, 0.000, 0.000, 0.000, 0.000, 0.000, 0.000, 0.000, 0.000, 0.000, 0.000, 0.000, 0.001, 0.003, 0.024, 0.000, 0.000, 0.000, 0.000, 0.000, 0.000, 0.000, 0.000, 0.000, 0.000, 0.000, 0.000, 0.002, 0.003, 0.019, 0.001, 0.000, 0.000, 0.000, 0.000, 0.000, 0.000, 0.000, 0.000, 0.000, 0.000, 0.000, 0.000, 0.000, 0.000, 0.000, 0.000, 0.000, 0.000, 0.000, 0.000, 0.000, 0.000, 0.000, 0.000, 0.000, 0.000, 0.002, 0.003, 0.019, 0.002, 0.000, 0.000, 0.000, 0.000, 0.000, 0.000, 0.000, 0.000, 0.000, 0.000, 0.000, 0.000, 0.000, 0.000, 0.000, 0.000, 0.000, 0.000, 0.000, 0.000, 0.000, 0.000, 0.000, 0.000, 0.000, 0.000, 0.000, 0.000, 0.000, 0.000, 0.000, 0.000, 0.000, 0.000, 0.000, 0.000, 0.000, 0.000, 0.000, 0.000, 0.000, 0.001, 0.003, 0.017, 0.001, 0.000, 0.000, 0.000, 0.000, 0.000, 0.000, 0.000, 0.000, 0.000, 0.000, 0.000, 0.000, 0.000, 0.000, 0.000, 0.000, 0.000, 0.000, 0.000, 0.000, 0.000, 0.000, 0.000]}

Entry 3:
{"formula": "C36H69F2N3O10", "method": "ωB97M-V/def2-TZVPD", "e_lumo_ev": [-2.80, -7.12], "s2": 0.754, "e_tot_ev": -68817.9523, "max_force_ev_per_a": 7.5, "orbital_gap_ev": [6.7, 2.3], "homo_energy_ha": [-0.3478, -0.3478], "multiplicity": 2, "charge": 1, "species": ["C", "C", "C", "C", "C", "C", "N", "O", "C", "C", "C", "H", "H", "H", "H", "H", "H", "H", "H", "H", "H", "H", "H", "H", "H", "H", "H", "H", "H", "H", "C", "C", "C", "C", "C", "C", "N", "O", "C", "C", "C", "H", "H", "H", "H", "H", "H", "H", "H", "H", "H", "H", "H", "H", "H", "H", "H", "H", "H", "H", "C", "C", "C", "C", "C", "C", "N", "O", "C", "C", "C", "H", "H", "H", "H", "H", "H", "H", "H", "H", "H", "H", "H", "H", "H", "H", "H", "H", "H", "H", "C", "C", "O", "C", "H", "H", "H", "H", "H", "H", "C", "C", "O", "C", "O", "O", "F", "H", "H", "H", "C", "C", "O", "C", "O", "O", "F", "H", "H", "H"], "xyz": [[-0.10, -0.18, 4.11], [-0.37, -1.53, 4.84], [0.24, -2.55, 3.84], [0.44, -4.00, 4.45], [1.32, -3.77, 5.75], [0.78, -2.76, 6.79], [0.44, -1.52, 6.10], [0.02, -0.50, 6.98], [-0.47, -3.36, 7.42], [1.87, -2.56, 7.85], [-1.95, -1.83, 5.04], [-0.49, 0.63, 4.73], [-0.53, -0.25, 3.11], [0.95, -0.01, 3.89], [-0.47, -2.77, 3.04], [1.11, -2.12, 3.34], [1.05, -4.62, 3.80], [-0.53, -4.43, 4.69], [2.37, -3.61, 5.52], [1.28, -4.75, 6.22], [-0.99, -2.57, 7.96], [-1.11, -3.74, 6.62], [-0.18, -4.15, 8.12], [1.47, -2.09, 8.74], [2.46, -3.47, 7.99], [2.64, -1.89, 7.47], [-2.49, -1.06, 4.48], [-2.27, -1.68, 6.07], [-2.28, -2.79, 4.63], [0.66, 0.22, 6.92], [-5.46, -3.39, -1.74], [-5.21, -1.80, -1.75], [-5.03, -1.34, -0.28], [-3.69, -1.74, 0.35], [-2.52, -1.20, -0.39], [-2.60, -1.71, -1.91], [-3.97, -1.44, -2.44], [-4.12, -1.77, -3.78], [-1.61, -0.78, -2.70], [-2.01, -3.14, -2.09], [-6.48, -1.07, -2.23], [-4.54, -3.89, -1.44], [-5.61, -3.85, -2.71], [-6.24, -3.78, -1.08], [-5.18, -0.27, -0.14], [-5.78, -1.71, 0.41], [-3.56, -2.81, 0.18], [-3.72, -1.49, 1.40], [-1.62, -1.50, 0.15], [-2.53, -0.11, -0.32], [-1.53, -0.93, -3.77], [-2.02, 0.22, -2.54], [-0.60, -0.89, -2.28], [-1.96, -3.67, -1.13], [-2.60, -3.76, -2.76], [-0.99, -3.18, -2.46], [-7.41, -1.48, -1.83], [-6.57, -1.09, -3.32], [-6.46, 0.01, -2.09], [-4.29, -0.91, -4.17], [3.28, -1.00, -5.79], [3.13, -0.14, -4.47], [4.45, 0.00, -3.70], [5.38, 1.04, -4.20], [4.62, 2.38, -4.30], [3.34, 2.33, -5.15], [2.52, 1.23, -4.64], [1.24, 1.14, -5.14], [2.63, 3.71, -4.99], [3.77, 2.17, -6.63], [2.19, -0.96, -3.59], [3.41, -2.07, -5.62], [4.12, -0.66, -6.39], [2.40, -0.90, -6.42], [4.19, 0.33, -2.69], [4.98, -0.95, -3.62], [5.74, 0.70, -5.17], [6.29, 1.06, -3.60], [5.25, 3.06, -4.87], [4.38, 2.83, -3.34], [3.35, 4.52, -4.93], [2.00, 3.91, -5.86], [1.99, 3.65, -4.10], [2.90, 1.76, -7.14], [4.25, 3.07, -7.01], [4.59, 1.46, -6.74], [1.87, -0.34, -2.75], [2.74, -1.70, -3.01], [1.22, -1.26, -3.99], [0.77, 1.44, -4.35], [2.35, 2.24, -0.55], [1.66, 1.52, 0.67], [1.24, 2.11, 1.68], [1.47, 0.02, 0.53], [2.44, 3.32, -0.41], [1.64, 2.13, -1.37], [3.38, 1.94, -0.77], [0.53, -0.34, 0.11], [1.60, -0.48, 1.49], [2.31, -0.36, -0.06], [-3.41, 2.98, -1.32], [-3.49, 4.16, -2.27], [-2.46, 3.81, -3.16], [-1.53, 2.94, -2.59], [-0.46, 2.56, -3.11], [-2.04, 2.57, -1.41], [-3.18, 5.26, -1.63], [-4.12, 2.21, -1.62], [-3.55, 3.26, -0.28], [-4.49, 4.29, -2.69], [2.51, 4.50, 3.50], [2.02, 3.96, 4.81], [0.86, 4.71, 5.04], [0.75, 5.64, 4.09], [-0.24, 6.42, 4.02], [1.78, 5.66, 3.27], [2.95, 4.04, 5.81], [2.25, 3.77, 2.73], [3.58, 4.62, 3.39], [1.72, 2.93, 4.65]], "lowdin_spin": [0.015, 0.045, 0.002, 0.000, 0.006, 0.060, 0.622, 0.101, 0.057, 0.013, 0.049, 0.000, 0.001, 0.000, -0.001, 0.000, 0.000, 0.000, 0.000, -0.001, 0.001, 0.001, 0.007, 0.000, 0.001, 0.000, 0.004, 0.001, 0.003, 0.013, 0.000, 0.000, 0.000, 0.000, 0.000, 0.000, 0.000, 0.000, 0.000, 0.000, 0.000, 0.000, 0.000, 0.000, 0.000, 0.000, 0.000, 0.000, 0.000, 0.000, 0.000, 0.000, 0.000, 0.000, 0.000, 0.000, 0.000, 0.000, 0.000, 0.000, 0.000, 0.000, 0.000, 0.000, 0.000, 0.000, 0.000, 0.000, 0.000, 0.000, 0.000, 0.000, 0.000, 0.000, 0.000, 0.000, 0.000, 0.000, 0.000, 0.000, 0.000, 0.000, 0.000, 0.000, 0.000, 0.000, 0.000, 0.000, 0.000, 0.000, 0.000, 0.000, 0.000, 0.000, 0.000, 0.000, 0.000, 0.000, 0.000, 0.000, 0.000, 0.000, 0.000, 0.000, 0.000, 0.000, 0.000, 0.000, 0.000, 0.000, 0.000, 0.000, 0.000, 0.000, 0.000, 0.000, 0.000, 0.000, 0.000, 0.000]}